(1)
ORCA calculation (the ωB97M-V functional and the def2-TZVPD basis) on a structure of composition C12H32BBr2CaN3O8Rb in a non-equilibrium geometry.

```
60
Properties=species:S:1:pos:R:3:forces:R:3
H 3.174387 2.129638 -0.505397 0.1 0.2 -0.2
H -5.608653 1.072480 -2.728141 0.9 0.0 1.4
H 1.190593 0.994317 0.950997 -0.3 -0.1 -0.1
N -3.769385 2.172161 -2.319549 -1.0 -0.6 -2.0
C 3.252659 0.570290 -2.810655 0.6 0.8 -0.5
H 2.050933 -1.784636 -3.794311 0.2 0.0 -0.2
H 2.316311 -2.292727 7.801358 -0.3 0.0 0.2
B -2.743071 -1.922680 -1.678028 -1.2 -1.5 0.2
C 1.966471 0.355486 -3.560150 -0.3 -0.7 -0.3
C 2.165476 0.635764 0.628838 0.2 0.2 0.1
C 1.336281 -1.042114 -3.450080 0.3 0.3 0.5
Br -6.918376 1.666436 -4.143119 -0.9 0.4 -1.0
O 4.233380 0.989950 -3.363242 0.0 -0.4 0.2
C 1.427387 -1.976201 7.219941 -0.2 0.0 -0.1
H 0.890094 -2.535667 -2.018836 -0.1 -0.2 0.1
O 4.025472 1.593793 -6.600874 0.0 -0.1 0.1
H 2.874740 0.895410 1.408842 0.3 -0.1 0.1
H 1.679747 1.570654 -1.247309 -0.1 -0.1 -0.2
N 1.853377 -0.922420 6.279662 -1.4 0.0 -0.2
H 1.215309 1.107142 -3.328949 0.0 0.2 0.3
H -3.368871 0.426697 -0.596010 -0.6 -4.2 -2.0
H 2.226073 0.513368 -4.601377 0.1 0.2 -0.2
C -4.969839 1.369257 -1.839841 -0.9 -2.2 -1.9
H 0.496793 -1.059899 -4.136783 -0.2 -0.1 -0.1
H 0.714018 1.779111 2.951075 -0.1 -0.1 0.1
H -3.087213 -3.132970 -1.696823 0.2 0.0 -0.4
H -0.605680 -2.811313 -0.439278 0.4 -0.1 0.0
Ca 4.341754 -1.446061 6.699421 0.2 0.6 -1.9
H 1.435445 3.262558 3.136472 0.0 0.0 -0.1
O 4.437606 -1.221754 3.269344 0.4 0.2 1.5
H 2.155467 1.902698 3.753471 0.0 -0.1 0.0
H -4.073975 3.024434 -2.775615 -0.2 -0.3 -0.6
H -0.841264 -0.028343 -1.608300 0.5 0.4 -0.3
O -2.287925 -1.705427 -0.254631 0.3 1.0 0.0
O -1.567479 -1.707458 -2.542942 0.4 0.7 -0.5
C 0.841384 -1.451272 -2.064128 -0.4 0.1 -1.0
H 4.299192 1.286640 -5.722296 0.0 0.1 -0.1
Br -0.656079 1.751414 5.685166 -0.1 0.0 0.5
H -3.320326 1.549267 -2.977492 0.0 0.3 -0.6
O 3.319442 0.312174 -1.457018 -0.3 0.1 -0.1
O 1.704178 -1.125060 5.102500 0.3 0.3 -0.1
H -0.311766 -1.247895 0.387217 -0.4 0.0 0.6
H 1.463227 -1.088779 -1.259532 0.3 0.1 0.0
H 0.653374 2.468957 4.581594 0.1 -0.7 -1.0
H 3.892232 -1.315262 2.481151 -0.3 -0.2 0.3
H -4.203457 -0.733103 -3.040605 0.2 0.0 -0.2
C -0.590370 -1.092717 -1.749294 -0.7 -1.6 1.6
O 2.369657 0.105061 6.782220 0.9 -0.6 0.0
C -0.904766 -1.759820 -0.379569 0.2 0.5 -0.5
H -4.996446 -0.193309 -0.197019 0.4 0.0 -0.3
N 1.263539 2.361390 3.574619 0.2 0.7 0.6
H 2.140895 -0.441859 0.542476 -0.2 -0.2 0.1
Rb -3.788709 2.073365 -0.063175 2.7 7.9 10.2
H -5.647537 1.982868 -1.181482 0.1 -0.5 -1.2
H 0.674639 -1.550127 7.876613 0.2 0.1 0.2
H 1.025562 -2.805455 6.649396 0.0 0.0 -0.1
H -4.953735 -1.765052 -1.865261 -0.2 -0.2 -0.2
C -4.122633 -1.082856 -2.013743 0.2 -0.1 0.8
C -4.332484 0.068957 -1.048955 -0.7 -0.3 -2.2
C 2.562946 1.250496 -0.702566 -0.1 0.0 0.5
```
Forces are in eV/Å.

Summary:
- LUMO energy: -3.066 eV
- Energy: -193655.08142 eV
- HOMO level: -4.13 eV
- Total charge: -1
- Maximum force: 13.175 eV Å⁻¹
- ΔE to the lowest compared entry with this formula, charge and spin: 0.0 kcal/mol
- HOMO-LUMO gap: 1.06 eV

Mulliken population analysis, charges in e, atoms 1 to 5: H 0.4250; H 0.0033; H -0.0230; N -0.4917; C 0.4673

***

(2)
ORCA calculation (the ωB97M-V functional and the def2-TZVPD basis) on a structure of composition C12H32CaN5O6P2 in a non-equilibrium geometry.

```
58
Properties=species:S:1:pos:R:3:forces:R:3
N 1.708629 1.742341 -0.674650 0.2 0.1 0.1
H 2.765444 2.472671 -2.341313 0.0 0.0 0.0
H -0.527354 -3.642594 -1.119703 0.0 0.0 0.0
H 0.920889 -3.222752 -3.171920 0.0 0.0 0.0
H 0.874230 1.002776 3.992661 -0.1 0.0 -0.1
H 4.072718 -0.705117 -0.994891 0.0 0.0 0.0
H -1.298149 -0.347565 -3.380724 0.0 0.0 0.0
H 1.531812 2.396190 0.083222 0.1 0.0 0.0
C -1.037097 0.247016 3.619656 0.2 0.1 0.2
H -0.048478 0.846338 5.394321 0.1 0.1 0.0
N 2.026409 -1.215536 -0.649524 0.2 0.0 -0.1
O 0.460713 -1.012523 1.864450 -0.1 -0.7 0.8
H 1.804834 -3.292975 -0.737548 0.0 0.0 0.0
C -1.976558 0.059593 -2.625525 0.2 0.1 0.0
H 0.632255 -0.504761 4.728389 -0.1 0.0 0.0
C 3.070123 -0.282977 -1.115020 -0.2 -0.1 0.0
H -1.232127 2.197680 -3.731461 0.0 0.0 -0.1
N -1.250396 -1.683144 -1.003868 -0.4 -0.3 -0.1
H 2.845751 -2.641516 -1.982450 0.0 0.0 -0.1
N 0.205363 0.399386 4.512994 -0.2 0.0 0.1
C 2.971121 1.036042 -0.359053 -0.2 0.0 -0.2
C -2.408267 -1.034633 -1.659354 0.2 -0.1 0.0
H -3.015534 -1.771829 -2.192179 0.0 0.0 0.0
Ca 0.002436 0.080799 0.017816 0.6 0.3 -1.2
H -2.448905 1.164939 4.993071 0.0 0.0 0.0
C -0.685068 2.164746 -2.785210 -0.1 -0.1 0.2
C -0.634057 -2.781895 -1.783920 0.0 0.2 0.1
H 0.692185 -1.507238 -2.937341 0.0 0.0 0.0
H 3.840573 1.658574 -0.589246 0.0 0.0 0.0
H 2.988624 0.847743 0.718541 0.0 0.0 0.0
P -0.774280 -1.333814 2.680402 0.1 0.4 -0.4
H -2.620559 2.954331 2.752091 0.0 0.0 0.0
H -1.938809 1.579714 -1.279482 0.0 0.0 0.0
H -3.155628 0.037356 3.827413 0.0 0.0 0.0
H 0.990299 0.883534 -3.222256 0.0 0.0 0.0
O -2.016796 -1.770068 2.009861 0.1 -0.1 0.0
C 0.731118 -2.466538 -2.406445 0.0 0.1 -0.1
N -1.271254 1.136345 -1.904157 -0.2 -0.1 -0.1
H 2.927783 -0.111175 -2.185556 0.0 0.0 0.0
O -1.499791 1.257235 1.115355 -0.5 0.5 0.6
H -0.834581 3.137467 -2.310846 0.0 0.0 0.0
H -2.260051 -0.594502 5.200475 0.0 0.0 0.0
O -1.705642 2.898208 3.054930 -0.2 0.0 0.2
H -3.037618 -0.604322 -0.876401 0.0 0.0 0.0
C -2.296499 0.218290 4.471665 0.1 0.0 0.0
H 2.234574 -1.461065 0.314267 0.0 0.0 0.0
C 1.740126 2.477422 -1.962469 0.0 0.0 0.2
C 1.914654 -2.462691 -1.438445 -0.1 0.1 0.1
H 1.497167 3.523521 -1.761995 0.0 0.0 0.0
O 0.570787 2.019279 2.435992 0.0 0.0 0.1
H -2.848600 0.443772 -3.164994 0.0 0.0 0.0
H -1.577197 -2.040659 -0.104367 -0.1 -0.1 -0.1
P -0.887149 1.689254 2.423905 0.2 -0.2 -0.3
O -0.329986 -2.335523 3.856958 0.1 0.0 0.2
H -1.326473 -3.088546 -2.572464 0.0 0.0 -0.1
C 0.803163 1.950562 -3.047143 0.0 -0.1 0.0
H 1.068439 2.457731 -3.978018 0.0 0.0 0.0
H -0.949317 -3.064894 3.981505 0.0 0.0 0.0
```
Forces are in eV/Å.

Summary:
- LUMO energy: -2.092 eV
- Energy: -69721.17773 eV
- HOMO level: -12.27 eV
- Total charge: +1
- Maximum force: 1.388 eV Å⁻¹
- HOMO-LUMO gap: 10.18 eV

Mulliken population analysis, charges in e, atoms 1 to 5: N -0.2302; H 0.3922; H 0.4384; H 0.4735; H 0.3329

***

(3)
ORCA calculation (the ωB97M-V functional and the def2-TZVPD basis) on a structure of composition C12H32ClN2O2Ti2 in a non-equilibrium geometry.

```
51
Properties=species:S:1:pos:R:3:forces:R:3
H 17.819186 -15.375140 -11.278502 0.1 0.0 -0.3
N 18.805114 -15.928738 -13.997069 -1.0 -0.3 -0.2
C 8.401174 -13.981821 -8.270363 -0.4 -0.2 -0.3
H 16.945010 -15.385622 -13.286648 -0.6 0.2 -0.5
C 11.148246 -16.819184 -11.165270 0.3 0.4 -0.6
O 8.533035 -15.047506 -9.234879 -0.1 0.2 0.3
H 17.908899 -18.539066 -14.899822 0.0 -0.2 -0.2
H 23.196045 -15.002445 -15.856505 0.0 0.1 -0.1
H 17.185483 -17.082798 -13.517745 -0.4 0.0 -0.1
H 10.090490 -14.334378 -10.396012 -0.1 -0.1 -0.1
H 18.764502 -14.500308 -15.483438 -0.3 0.3 0.1
H 19.540035 -18.958578 -15.523101 -0.3 0.0 -0.2
H 19.312460 -18.802696 -13.840021 -0.2 0.1 0.1
H 8.934862 -15.979706 -12.301149 -0.2 0.3 0.2
H 20.493750 -12.930702 -14.516520 -0.1 -0.1 -0.5
H 11.366825 -16.025757 -11.891616 0.2 0.0 0.2
C 18.976305 -18.381861 -14.790491 0.5 0.0 0.5
H 8.621427 -13.022575 -8.741127 0.0 0.0 0.0
C 22.654146 -14.379377 -15.155079 0.1 0.2 0.4
H 18.408525 -13.862160 -13.822412 -0.1 0.1 -0.1
H 20.400109 -16.239758 -12.754948 0.1 0.0 0.3
O 21.278978 -14.740125 -15.244740 -0.1 0.0 -0.3
H 22.796828 -13.317041 -15.365809 0.0 -0.1 -0.2
C 19.320468 -16.233093 -12.611642 0.6 0.3 -0.6
H 19.135942 -14.246922 -11.602001 0.1 -0.1 -0.4
H 19.009755 -17.243277 -12.364775 0.0 -0.1 -0.2
H 20.886339 -14.089689 -13.337566 -0.1 -0.3 -0.1
Cl 14.875114 -15.654501 -10.891781 -0.2 -0.1 0.0
H 9.042881 -14.143336 -7.404222 0.1 -0.1 -0.1
C 19.412025 -16.940544 -14.967442 0.0 0.1 -0.2
H 7.846705 -16.082747 -11.012430 0.1 0.2 0.1
H 8.445667 -17.430466 -11.778924 0.0 0.0 0.2
C 17.311238 -16.114856 -14.000718 0.8 -0.8 1.4
H 11.976461 -16.879075 -10.447690 -0.4 0.3 0.0
H 23.032030 -14.554826 -14.139664 0.0 -0.1 -0.1
H 20.483875 -16.850563 -14.850036 0.1 0.1 -0.1
C 9.837502 -16.498938 -10.476876 0.1 -0.7 0.3
H 11.191651 -17.747978 -11.736993 -0.5 -0.1 0.2
C 19.045960 -14.494010 -14.429058 0.9 -0.6 -0.7
C 9.812735 -15.181014 -9.744204 0.6 0.1 0.1
Ti 15.046084 -18.175142 -10.070319 0.0 0.7 -0.1
Ti 14.135451 -13.217247 -11.476422 0.3 -0.6 0.2
H 16.856725 -16.168097 -14.982201 0.2 0.5 -0.2
H 19.377069 -15.624260 -10.597444 0.1 -0.1 -0.1
C 20.483129 -14.022121 -14.366350 0.2 0.4 1.3
C 18.886642 -15.303749 -11.520044 -0.4 0.3 1.1
H 7.359802 -14.024251 -7.969334 0.0 0.2 0.1
H 10.580560 -15.248891 -8.959660 -0.1 0.1 0.0
H 9.606949 -17.266596 -9.736378 -0.2 0.0 -0.1
H 19.140079 -16.598119 -15.964931 0.1 0.1 0.0
N 8.684604 -16.489727 -11.449330 0.1 -0.5 -0.6
```
Forces are in eV/Å.

Summary:
- 2S+1: 7
- LUMO energy (spin up / spin down): -8.564 / -8.640 eV
- Energy: -78760.57156 eV
- HOMO level (spin up / spin down): -15.46 / -16.53 eV
- ⟨S²⟩: 12.002
- Total charge: +3
- Maximum force: 1.810 eV Å⁻¹
- ΔE to the lowest compared entry with this formula, charge and spin: 0.0 kcal/mol
- HOMO-LUMO gap (spin up / spin down): 6.90 / 7.89 eV

Mulliken population analysis, charges in e, atoms 1 to 5: H 0.2259; N 0.1582; C -0.7413; H 0.3440; C -1.3328

***

(4)
ORCA calculation (the ωB97M-V functional and the def2-TZVPD basis) on a structure of composition C12H32HgO8 in a non-equilibrium geometry.

```
53
Properties=species:S:1:pos:R:3:forces:R:3
C 9.028873 10.954828 10.159029 0.1 1.1 -0.9
H 10.598641 9.763022 13.315213 0.1 0.6 0.2
O 5.239500 6.109212 10.959176 -0.4 0.2 0.2
H 9.105570 7.265920 14.198160 0.1 0.0 -0.3
H 8.225090 4.944276 10.473671 0.6 0.6 -0.1
C 7.341039 8.478514 7.474780 -0.6 0.3 0.1
H 7.197920 7.512712 11.315927 -0.2 -0.5 0.0
H 11.114497 5.769728 11.277152 -0.1 -0.2 -0.1
H 5.974375 4.396531 10.015681 0.0 -0.2 0.2
H 7.954108 6.439793 7.803291 -0.2 0.0 0.7
O 12.525577 7.241580 9.379796 1.2 0.5 -0.4
O 11.006006 8.019925 12.375770 0.0 -0.5 -0.4
H 11.661870 4.094902 9.405271 0.1 0.0 -0.4
H 13.357624 7.707928 9.239662 -0.3 0.4 0.2
H 7.079201 8.806114 8.473807 -0.1 -0.3 0.6
H 7.330175 5.081885 11.926355 0.0 0.4 0.5
H 6.413797 8.161590 6.974136 0.2 0.2 0.0
H 6.295500 5.901872 9.195759 0.2 0.2 -0.1
C 8.643552 7.023609 5.946607 0.1 0.8 0.0
C 6.221847 5.447866 10.180725 0.1 0.2 0.2
O 10.628999 5.447229 10.493986 0.4 0.4 0.3
H 11.798037 7.370173 14.791823 -0.4 -0.3 -0.1
H 7.710534 9.401622 7.028107 0.2 -0.1 -0.5
H 12.572068 8.847368 14.590371 0.0 0.5 -0.3
H 10.842468 12.157345 9.964382 -0.4 0.0 -0.3
C 7.503462 5.582806 10.975212 -0.9 -1.0 -0.7
O 11.289688 10.152849 9.873674 0.5 -0.3 0.3
H 8.906473 7.919997 5.378876 0.8 0.1 0.3
O 8.638812 9.814921 10.882308 -0.3 0.0 0.2
H 11.039181 5.537188 8.484190 -0.3 -0.3 0.1
H 9.415752 6.252112 5.870114 -0.2 0.2 -0.1
H 7.741943 6.766928 5.392036 -0.3 -0.7 0.4
H 4.452939 6.258554 10.432219 -0.1 0.0 -0.1
O 9.592375 7.725057 8.070353 -0.2 0.0 0.6
H 10.578111 11.340095 11.441581 0.7 -0.6 0.4
H 8.500935 11.828819 10.549882 0.0 0.1 -0.1
C 11.513343 5.176875 9.402379 0.0 -0.6 0.2
H 8.837439 10.869326 9.082250 -0.3 -0.3 0.1
H 11.195950 8.762021 15.673336 -0.2 0.1 -0.1
H 7.701946 9.887766 11.076286 -0.1 -0.1 0.0
H 8.926285 8.812013 14.946179 0.0 0.4 0.0
C 11.572912 8.432139 14.704436 0.7 -0.4 0.1
C 10.608969 8.701827 13.556396 -0.2 -0.4 -0.9
C 10.502028 11.201093 10.368318 -0.4 0.8 0.4
O 7.925236 6.919954 11.088300 0.4 -0.1 0.0
Hg 10.163994 7.918306 10.276651 -0.5 0.0 -0.1
H 13.352398 5.633808 10.386566 0.4 0.0 0.0
C 8.373563 7.379852 7.431572 1.1 -0.2 -0.3
H 11.778123 10.410823 9.090372 -0.2 0.1 -0.1
C 12.851723 5.877449 9.449331 -1.5 -1.0 0.4
H 8.482157 8.628880 13.233708 0.0 -0.1 0.1
H 13.365553 5.465254 8.576307 0.5 0.4 0.0
C 9.199375 8.340088 14.003429 -0.2 -0.4 0.0
```
Forces are in eV/Å.

Summary:
- LUMO energy: 0.335 eV
- Energy: -33513.64931 eV
- HOMO level: -7.85 eV
- Maximum force: 1.799 eV Å⁻¹
- HOMO-LUMO gap: 8.18 eV

Mulliken population analysis, charges in e, atoms 1 to 5: C -0.4215; H -0.2067; O -0.5526; H 0.2628; H 0.2233